A 2-piece molecular cluster, C2H3NO2S2 overall. Source: the Open Molecules 2025 dataset; level of theory: the ωB97M-V functional and the def2-TZVPD basis.

Each line ends with the Mulliken charge.
Cartesian coordinates (Å):
S  2.10  0.55  0.95  -0.27
C  0.61  0.97  0.53  0.14
C  -0.69  1.19  0.21  -0.04
S  -1.63  0.61  -1.18  -0.23
H  -1.32  1.91  0.88  0.27
H  -0.66  0.38  -2.16  0.19
O  -0.78  -1.54  -0.40  -0.20
N  0.20  -1.75  0.25  0.19
O  1.33  -1.91  -0.64  -0.38
H  2.01  -2.44  -0.24  0.35

Summary:
- Relative energy (zero: lowest compared OMol25 entry of this formula, charge and spin): 517.6 kJ/mol
- Frontier orbital gap: 7.2 eV
- Highest occupied orbital energy: -7.97 eV